Molecular formula: Ca4O12P3Zn
Method: DFT, ωB97M-V with the def2-TZVPD basis set

Its orbital gap is 1.975 eV. The calculation puts the energy relative to the best compared isomer or geometry (same formula, charge and spin) at 0.00 kcal/mol. The total charge is +1. The value obtained for the calculated total energy is -6416.73907 Eh. The value obtained for the HOMO energy is -8.56 eV.

Positions of all 20 atoms, in Å:
1 Ca 0.9568 1.1664 -8.1981
2 Ca 2.9698 5.6219 -11.7748
3 Ca 1.6841 2.1626 -12.7261
4 Ca 1.9625 5.5871 -7.8610
5 Zn 5.8826 1.9335 -9.9765
6 P 2.7702 3.3866 -9.7650
7 O 4.0783 2.5694 -9.7401
8 O 1.8635 3.2339 -8.5796
9 O 1.9405 3.5090 -11.0503
10 O 3.1374 4.9100 -9.5798
11 P -1.5139 2.3158 -13.5594
12 O -0.5970 2.5136 -14.7653
13 O -2.3011 3.6185 -13.5326
14 O -0.4011 2.3902 -12.4560
15 O -2.4350 1.2459 -13.9890
16 P 4.7218 2.4585 -12.7425
17 O 3.8550 1.1846 -12.7677
18 O 4.0278 3.8453 -12.8281
19 O 5.2866 2.8220 -14.1955
20 O 6.0929 2.2387 -11.9352